This record from the Open Molecules 2025 dataset describes a 2-piece molecular cluster, C3H3IN2O overall in a non-equilibrium geometry. The level of theory is ωB97M-V with the def2-TZVPD basis set.

Element x y z (Å)
C 0.37407 -0.22709 -1.37819
C 0.18284 0.68806 1.42893
C -0.57787 -1.05704 -1.05222
N 1.28151 0.43020 -1.73911
N -0.96876 0.86981 1.64532
O 1.26153 0.32223 1.42409
I -0.15404 -2.95616 -0.29632
H -1.55627 -0.60884 -0.72353
H 1.71330 0.91557 -0.95025
H -1.55632 1.62327 1.64128

Calculated values
**Net charge**: 0
**ΔE to the lowest compared entry with this formula, charge and spin**: 1.1796 eV
**Total energy**: -598.3813 Ha
**Gap between HOMO and LUMO (spin up / spin down)**: 5.89 / 6.82 eV
**Multiplicity**: 3
**Max |F|**: 4.13 eV/A
**E_HOMO (spin up / spin down)**: -5.44 / -9.53 eV

These are the natural (NBO) partial charges, in e, on atoms 1 to 2: 0.3674 0.8541

This record from the Open Molecules 2025 dataset describes a 2-piece molecular cluster, C4H8N2O overall in a non-equilibrium geometry. The level of theory is ωB97M-V with the def2-TZVPD basis set.

Element x y z (Å)
C -1.23010 -2.51116 0.83099
C 0.99009 0.81172 0.85917
C -0.05579 0.62778 -1.55597
C 0.76212 0.03969 -0.40461
N -2.32462 -2.00570 0.79022
N -0.07065 -2.59703 0.95978
O 1.15667 -1.13095 -0.34204
H 1.16694 1.81932 0.87157
H 0.06442 0.84904 1.43853
H 1.77122 0.39311 1.34570
H -0.80435 1.42690 -1.23580
H -0.43444 -0.16566 -2.12182
H 0.52088 1.23092 -2.14769
H -2.83701 -1.77211 1.60707
H 0.87609 -2.86961 0.68988

Calculated values
**Net charge**: 0
**ΔE to the lowest compared entry with this formula, charge and spin**: 3.3970 eV
**Total energy**: -341.8788 Ha
**Gap between HOMO and LUMO**: 9.76 eV
**Structure (SMILES)**: CC(C)=O.N=C=N
**Multiplicity**: 1
**Max |F|**: 3.70 eV/A
**E_HOMO**: -8.91 eV

These are the natural (NBO) partial charges, in e, on atoms 1 to 2: 0.6606 -0.7160

This record from the Open Molecules 2025 dataset describes a 2-piece molecular cluster, C2H9N2O2 overall in a non-equilibrium geometry. The level of theory is ωB97M-V with the def2-TZVPD basis set.

Element x y z (Å)
N -2.32666 -0.24607 -1.14857
C -1.37306 -1.10227 -0.36748
C -0.22413 -0.12429 0.25897
N 0.73866 -0.76253 0.91690
O -0.08440 0.97256 -0.24076
H -2.03206 0.63745 -0.80309
H -3.33527 -0.23523 -0.86284
H -2.18889 -0.26371 -2.20766
H -1.84474 -1.50595 0.54541
H -0.92217 -2.00964 -0.85168
H 0.98368 -1.70255 0.66958
H 1.36347 0.00368 1.01717
H 3.46830 1.58240 1.28668
H 3.41461 0.99891 -0.04068
O 2.80843 1.14172 0.68074

Calculated values
**Net charge**: +1
**ΔE to the lowest compared entry with this formula, charge and spin**: 1.9948 eV
**Total energy**: -341.3268 Ha
**Gap between HOMO and LUMO**: 10.71 eV
**Multiplicity**: 1
**Max |F|**: 4.88 eV/A
**E_HOMO**: -14.37 eV

These are the natural (NBO) partial charges, in e, on atoms 1 to 2: -0.6959 -0.3630

This record from the Open Molecules 2025 dataset describes a 2-piece molecular cluster, C10H21BBrO3 overall. The level of theory is ωB97M-V with the def2-TZVPD basis set.

Element x y z (Å)
C 3.41249 1.36468 -3.39158
C 2.28127 2.38857 -3.46089
C 1.97142 3.06334 -2.11320
B 1.69384 2.15865 -0.74988
C 0.14338 1.59706 -0.64509
C -0.32979 0.78952 -1.85567
C -1.42302 -0.22033 -1.59768
Br -0.77292 -1.76988 -0.57274
H 3.10142 0.43191 -2.91975
H 4.23776 1.74845 -2.78478
H 3.80215 1.11412 -4.38577
H 2.52878 3.13785 -4.22500
H 1.38023 1.88490 -3.83466
H 2.80395 3.75278 -1.90675
H 1.09959 3.72010 -2.28151
H 1.91322 2.88220 0.23418
H 2.46845 1.18687 -0.69312
H 0.04244 0.96395 0.24871
H -0.55265 2.43588 -0.48710
H 0.52605 0.28097 -2.31495
H -0.71683 1.44298 -2.65093
H -2.22778 0.17703 -0.98214
H -1.83427 -0.66624 -2.50127
C -2.86625 -3.89971 2.94550
C -2.13791 -2.58420 3.00820
C -0.78008 -2.60166 3.69665
O -0.73434 -1.33604 4.35856
C -1.99963 -0.89617 4.54001
O -2.31021 0.02041 5.23085
O -2.86696 -1.66441 3.84616
H -3.86432 -3.75726 2.53452
H -2.32420 -4.58178 2.28819
H -2.94732 -4.34680 3.93723
H -2.04767 -2.15142 2.01013
H 0.06595 -2.67689 3.01994
H -0.73624 -3.38941 4.45562

Calculated values
**Net charge**: -1
**Total energy**: -3218.2568 Ha
**Gap between HOMO and LUMO**: 7.23 eV
**Multiplicity**: 1
**Max |F|**: 0.34 eV/A
**E_HOMO**: -4.70 eV

These are the natural (NBO) partial charges, in e, on atoms 1 to 2: -0.6055 -0.3852

This record from the Open Molecules 2025 dataset describes a 4-piece molecular cluster, H8O4 overall. The level of theory is ωB97M-V with the def2-TZVPD basis set.

Element x y z (Å)
O -3.36857 0.08371 -0.58169
H -3.72999 0.50274 -1.37098
H -4.11072 0.03781 0.03080
O 1.82058 -1.90443 0.20607
H 2.54972 -1.28557 0.07557
H 2.24372 -2.76907 0.24894
O 0.03675 0.72347 -0.72502
H 0.47192 -0.14089 -0.74969
H -0.73434 0.62363 -1.29288
O 1.50732 1.73690 1.50087
H 1.12567 1.21406 0.76844
H 2.18793 1.17762 1.88959

Calculated values
**Net charge**: 0
**ΔE to the lowest compared entry with this formula, charge and spin**: 0.9745 eV
**Total energy**: -305.7434 Ha
**Gap between HOMO and LUMO**: 11.20 eV
**Structure (SMILES)**: O.O.O.O
**Multiplicity**: 1
**Max |F|**: 0.70 eV/A
**E_HOMO**: -10.67 eV

These are the natural (NBO) partial charges, in e, on atoms 1 to 2: -0.9406 0.4669

This record from the Open Molecules 2025 dataset describes a 2-piece molecular cluster, C17H24FN3O3 overall in a non-equilibrium geometry. The level of theory is ωB97M-V with the def2-TZVPD basis set.

Element x y z (Å)
C 2.48475 0.21261 1.98222
C 3.41439 -0.79312 1.31550
O 3.89095 -0.24716 0.10209
C 5.27400 -0.45874 -0.12870
C 6.16659 0.31704 0.83389
N 6.78942 1.46843 0.16243
C 6.05595 2.65492 0.40099
O 5.76001 3.13854 1.47209
O 5.65370 3.26558 -0.80568
F 4.23031 3.37880 -0.68565
H 1.96915 0.74861 1.19550
H 1.78657 -0.26597 2.65345
H 3.07534 0.94130 2.52135
H 4.22118 -1.06500 1.98429
H 2.84948 -1.70598 1.12174
H 5.53534 -1.51203 -0.16185
H 5.47074 -0.06273 -1.11532
H 5.61452 0.61222 1.72019
H 6.95947 -0.33154 1.17879
H 7.71016 1.60420 0.55665
C 1.34072 0.71971 -1.64036
N -0.06482 0.38886 -1.29332
C -1.02302 1.30067 -1.51855
C -2.33988 1.02500 -1.23680
C -2.68755 -0.21904 -0.71653
C -1.67167 -1.13868 -0.47827
C -0.36704 -0.80804 -0.77368
C -4.10476 -0.56667 -0.43613
C -4.69344 -1.67750 -1.03206
C -5.99903 -2.00095 -0.73720
N -6.71214 -1.25964 0.12299
C -6.17393 -0.17330 0.70039
C -4.87693 0.19654 0.43661
C -8.10762 -1.63690 0.46411
H 1.62482 1.62026 -1.10315
H 1.40080 0.87879 -2.71418
H 1.99209 -0.09690 -1.34437
H -0.70711 2.24694 -1.93406
H -3.08615 1.77927 -1.44335
H -1.88023 -2.11151 -0.05580
H 0.45229 -1.49089 -0.60309
H -4.14969 -2.29407 -1.73385
H -6.49136 -2.85438 -1.17892
H -6.80578 0.38089 1.37978
H -4.47355 1.06975 0.92996
H -8.76101 -0.80030 0.23295
H -8.15032 -1.87505 1.52350
H -8.39571 -2.50286 -0.12058

Calculated values
**Net charge**: +2
**Total energy**: -1151.3264 Ha
**Gap between HOMO and LUMO**: 6.06 eV
**Multiplicity**: 1
**Max |F|**: 2.30 eV/A
**E_HOMO**: -13.74 eV

These are the natural (NBO) partial charges, in e, on atoms 1 to 2: -0.6245 -0.0672

This record from the Open Molecules 2025 dataset describes a single C5H4O3 molecule in a non-equilibrium geometry. The level of theory is ωB97M-V with the def2-TZVPD basis set.

Element x y z (Å)
C -0.18405 0.86630 0.44057
C -1.12996 -0.04771 -0.19097
C -0.47289 -1.47674 0.07364
C 0.84840 -1.32743 0.07496
C 1.09255 0.13907 -0.19858
H 0.29154 2.54526 -0.70505
H -0.38281 0.61814 1.46857
H -1.28052 -2.24175 -0.08941
H 1.74170 -2.14938 0.40502
O -0.43716 2.32748 0.17006
O -2.22702 0.07452 -0.74610
O 2.14022 0.67224 -0.70272

Calculated values
**Net charge**: 0
**ΔE to the lowest compared entry with this formula, charge and spin**: 3.9364 eV
**Total energy**: -418.5172 Ha
**Gap between HOMO and LUMO**: 9.26 eV
**Structure (SMILES)**: O=C1C=CC(=O)C1O
**Multiplicity**: 1
**Max |F|**: 5.80 eV/A
**E_HOMO**: -9.90 eV

These are the natural (NBO) partial charges, in e, on atoms 1 to 2: -0.1054 0.5164

This record from the Open Molecules 2025 dataset describes a single C7H6O3 molecule in a non-equilibrium geometry. The level of theory is ωB97M-V with the def2-TZVPD basis set.

Element x y z (Å)
C 1.43905 -1.89228 3.18719
C 0.32893 -1.53825 2.78769
C -0.95006 -1.30008 2.29079
C -1.42281 -0.04106 1.12491
C -3.13564 -1.36332 1.80110
C -0.63289 0.14789 -1.25409
C -0.64213 0.78214 0.20693
O -4.27140 -1.73846 1.87227
O -2.06443 -1.90694 2.52130
O -2.71790 -0.37226 0.97841
H 2.32930 -2.00328 3.60357
H 0.12421 0.70835 -1.77454
H -1.60353 0.43960 -1.72586
H -0.53728 -0.86390 -1.15583
H -1.14786 1.80402 0.12549
H 0.33228 0.82239 0.54377

Calculated values
**Net charge**: 0
**ΔE to the lowest compared entry with this formula, charge and spin**: 5.3509 eV
**Total energy**: -495.8653 Ha
**Gap between HOMO and LUMO (spin up / spin down)**: 7.16 / 7.16 eV
**Structure (SMILES)**: C#Cc1oc(=O)oc1CC
**Multiplicity**: 1
**Max |F|**: 9.50 eV/A
**E_HOMO (spin up / spin down)**: -7.52 / -7.52 eV

These are the natural (NBO) partial charges, in e, on atoms 1 to 2: -0.1482 -0.1170

Question: Number 2 is which compound?
Answer: C4H8N2O

Question: The highest max |F| belongs to which entry?
Answer: C7H6O3

Question: What is the max |F| in the seventh record?
Answer: 5.80 eV/A

Question: Which formula does entry 1 have?
Answer: C3H3IN2O